(1)
A cluster of 2 separate species, C34H48Cl2F4INOS in total at a distorted geometry, computed with wB97M-V/def2-TZVPD.

Structure (ORCA input):
```
! wB97M-V def2-TZVPD RIJCOSX def2/J DEFGRID3
* xyz 0 1
I -3.496 -1.613 -3.572
Cl 0.215 -0.466 -3.258
Cl 1.326 2.683 -3.817
S -0.471 -1.818 2.290
F -6.176 -1.027 -1.300
F -5.453 -1.600 0.647
F -7.061 -0.150 0.484
F -0.234 -3.599 0.219
O -5.058 0.473 -0.073
N -2.650 0.337 1.425
C -1.144 -2.682 -0.149
C -5.925 -0.552 -0.069
C 1.974 -1.639 -0.585
C 0.539 3.115 0.018
C 2.083 -2.984 0.144
C -3.933 0.406 -0.982
C 4.010 -2.154 1.710
C 3.231 1.326 -2.073
C -2.658 -1.703 -1.651
C -1.722 -2.722 -1.411
C -0.375 0.661 -4.505
C -2.342 -0.725 0.538
C -0.242 -4.723 -2.205
C -1.239 2.141 4.327
C -1.729 3.932 0.933
C 3.618 0.295 -1.005
C -1.391 -3.761 -2.459
C 3.705 -0.135 3.192
C -2.037 1.838 3.221
C -0.960 2.892 0.131
C -0.848 -0.260 3.025
C -2.980 -0.717 -0.712
C -3.082 3.401 1.413
C 1.131 2.294 -1.121
C 3.233 -1.159 -1.333
C 0.729 1.534 -5.042
C 2.587 2.564 -1.474
C 3.106 -1.463 2.715
C -3.104 2.831 2.827
C -0.067 0.062 4.135
C -1.409 -1.713 0.815
C 3.390 -3.278 0.890
C -0.264 1.266 4.788
C -1.834 0.612 2.562
H 3.060 -1.218 -2.404
H 2.118 -1.284 2.298
H 3.199 -4.113 1.564
H 3.128 2.887 -0.583
H 0.735 4.176 -0.147
H 1.928 -3.787 -0.574
H 3.485 0.070 4.234
H 4.120 1.597 -2.640
H 1.641 -0.874 0.110
H -1.181 -3.222 -3.378
H -3.426 2.654 0.709
H -0.795 0.057 -5.308
H 4.691 0.375 -0.845
H 0.691 -0.626 4.474
H 1.014 1.239 -0.862
H 2.622 3.399 -2.172
H 4.830 -2.594 2.278
H 3.377 0.695 2.575
H 1.020 2.825 0.951
H 4.790 -0.174 3.110
H -2.297 -4.335 -2.644
H 0.330 1.527 5.648
H 1.256 -3.049 0.849
H -3.050 3.652 3.535
H -0.434 -5.386 -1.372
H 1.574 0.939 -5.377
H -1.362 2.864 -0.881
H -1.137 4.291 1.774
H -1.169 1.256 -4.061
H 0.692 -4.204 -2.022
H -3.813 4.207 1.388
H -1.132 1.907 0.562
H -3.422 1.348 -0.827
H -3.620 0.269 1.712
H -0.110 -5.345 -3.086
H 2.538 0.899 -2.797
H 0.354 2.121 -5.877
H -4.315 0.387 -1.992
H 4.474 -1.415 1.063
H -4.081 2.363 2.972
H 3.153 0.572 -0.060
H -1.917 4.788 0.288
H -1.396 3.075 4.843
H 1.162 -1.740 -1.304
H 2.964 -2.104 3.583
H 0.524 2.465 -2.009
H 4.068 -1.817 -1.123
H 4.126 -3.638 0.173
*
```

E_tot (Ha): -3470.06842
SMILES: CCCCCCCCCCCCCCCCc1cccc2c1Nc1c(COC(F)(F)F)c(I)c(CC)c(F)c1S2.ClCCCl
Kohn-Sham gap (Eh): 0.2860

These are the Mulliken partial charges, in e, on atoms 1 to 8:
1 I 0.034
2 Cl 0.119
3 Cl -0.122
4 S -0.147
5 F -0.255
6 F -0.253
7 F -0.277
8 F -0.779

(2)
A structure of composition C34H48DyF6IN11O7S4 at a distorted geometry, computed with wB97M-V/def2-TZVPD.

Structure (ORCA input):
```
! wB97M-V def2-TZVPD RIJCOSX def2/J DEFGRID3
* xyz -1 6
Dy 0.065 0.029 -0.058
I 0.400 3.761 1.689
S 2.757 -0.788 0.961
S -5.663 0.454 -0.514
S 0.883 -3.687 2.758
S -3.369 -0.856 -0.658
F -5.934 -0.228 -3.115
F -2.687 -2.314 1.413
F -4.396 -1.080 1.821
F -4.606 -2.902 0.674
F -7.202 1.389 -2.498
F -5.098 1.728 -2.773
O 2.643 -0.122 2.257
O 3.195 0.099 -0.091
O -3.854 -1.601 -1.771
O -6.265 1.545 0.183
O 1.503 -1.466 0.590
O -1.946 -0.743 -0.526
O -6.157 -0.861 -0.262
N 0.950 0.220 -2.381
N -3.081 2.523 3.081
N 1.050 0.875 4.177
N -4.083 0.527 -0.439
N -1.253 -2.595 3.933
N -0.019 -2.242 -1.955
N -1.442 -4.755 3.493
N -1.144 1.386 3.640
N -0.141 -0.450 2.653
N -1.982 1.113 1.518
N -1.097 1.933 -1.918
C 2.012 1.874 -3.906
C 5.011 -3.646 2.701
C -2.607 -4.469 4.298
C -2.876 3.354 4.253
C -1.868 1.203 -2.927
C 1.223 2.129 0.475
C 1.849 -0.803 -2.563
C -0.041 0.581 3.412
C -1.053 -6.085 3.151
C 0.245 3.759 -2.933
C 3.963 -2.080 1.230
C -5.993 0.841 -2.331
C -2.578 -2.936 4.409
C 3.218 -0.689 -2.877
C -0.848 -2.336 -3.154
C 1.306 4.164 -3.737
C 3.479 -3.080 -2.995
C -3.829 -1.845 0.885
C 4.001 -1.802 -3.115
C 2.169 -3.228 -2.566
C 5.711 -4.201 1.634
C 4.137 -2.594 2.501
C 1.362 -2.126 -2.352
C 1.081 1.462 -2.931
C 0.092 2.436 -2.573
C -0.303 -3.374 -1.085
C -4.008 3.054 2.100
C -2.094 1.668 2.665
C 2.131 3.198 -4.279
C -0.638 -3.669 3.386
C 4.677 -2.591 0.169
C 6.612 -5.379 1.868
C 5.547 -3.649 0.372
C -1.960 2.958 -1.345
H -1.246 0.435 -3.377
H 0.373 -3.354 -0.229
H 0.721 -0.998 2.642
H -1.961 3.955 4.174
H 1.786 -4.228 -2.407
H -4.839 3.514 2.630
H -2.732 0.730 -2.463
H -0.989 2.115 4.319
H 6.043 -6.188 2.327
H -0.716 -3.317 -3.642
H -0.209 -4.341 -1.609
H -0.191 -6.017 2.488
H -0.555 -1.561 -3.863
H 7.419 -5.106 2.545
H -3.713 4.041 4.338
H 3.579 -2.166 3.317
H 1.442 5.209 -3.976
H -1.334 -3.290 -0.734
H -1.060 -1.688 3.490
H -2.366 3.634 -2.114
H -1.410 3.540 -0.609
H 6.100 -4.049 -0.467
H -0.460 4.508 -2.602
H 1.154 1.834 4.475
H -1.875 -6.591 2.640
H 4.535 -2.152 -0.802
H -2.225 1.890 -3.710
H -0.764 -6.670 4.032
H -2.805 2.465 -0.866
H 5.154 -4.049 3.694
H 5.042 -1.681 -3.395
H 7.043 -5.731 0.934
H -2.695 -2.599 5.444
H -1.901 -2.212 -2.899
H 1.899 0.495 3.758
H -3.365 -2.467 3.812
H 1.600 2.689 -0.393
H 2.117 1.890 1.060
H 4.090 -3.951 -3.189
H -2.747 1.308 0.885
H -3.527 3.806 1.468
H -4.422 2.268 1.471
H 3.686 0.283 -2.846
H -2.847 2.747 5.160
H 2.890 3.486 -4.994
H 2.641 1.139 -4.382
H -3.521 -4.839 3.826
H -2.509 -4.946 5.284
*
```

E_tot (Ha): -5828.26392
Kohn-Sham gap (alpha / beta) (Eh): 0.2221 / 0.2234
Expectation value of S²: 9.0790

These are the Mulliken partial charges, in e, on atoms 1 to 8:
1 Dy -0.260
2 I -0.237
3 S 1.884
4 S 1.020
5 S -0.500
6 S 0.702
7 F -0.228
8 F -0.177

(3)
A structure of composition C34H48FLuN4O4P2S3Te at a distorted geometry, computed with wB97M-V/def2-TZVPD.

Structure (ORCA input):
```
! wB97M-V def2-TZVPD RIJCOSX def2/J DEFGRID3
* xyz -2 1
Lu 13.695 -14.210 12.056
Te 15.668 -12.503 9.607
S 15.708 -12.966 13.218
S 17.774 -13.760 15.319
S 14.991 -12.966 16.156
P 11.352 -13.914 14.732
P 14.216 -17.295 11.639
F 12.298 -12.768 11.809
O 12.447 -14.470 13.890
O 14.504 -15.931 10.655
O 14.394 -16.469 13.096
O 15.914 -17.850 11.590
N 9.831 -14.392 14.243
N 12.221 -14.488 9.948
N 11.287 -12.300 14.680
N 11.415 -14.373 16.301
C 16.173 -13.308 14.967
C 12.476 -11.461 14.611
C 13.963 -12.067 5.576
C 11.866 -15.731 18.154
C 11.933 -15.692 16.622
C 10.106 -17.764 10.994
C 11.619 -13.434 17.423
C 15.829 -13.816 6.709
C 11.667 -17.204 13.152
C 10.529 -10.103 14.528
C 12.546 -15.217 7.675
C 16.125 -19.145 11.088
C 12.184 -14.324 18.561
C 12.170 -17.502 7.088
C 7.992 -14.645 12.835
C 15.569 -16.485 13.919
C 11.952 -10.103 15.059
C 9.683 -18.199 12.240
C 12.546 -16.211 6.694
C 15.311 -16.122 9.471
C 9.517 -14.444 12.819
C 12.170 -16.807 11.893
C 11.735 -16.746 9.361
C 8.861 -15.066 15.056
C 10.041 -11.524 14.849
C 7.752 -15.528 14.080
C 11.765 -17.749 8.395
C 15.291 -12.792 7.517
C 10.478 -17.894 13.333
C 15.481 -13.916 5.378
C 14.346 -11.956 6.913
C 14.544 -13.045 4.789
C 12.151 -15.478 8.982
C 11.299 -17.036 10.789
H 10.548 -10.015 13.426
H 6.757 -15.374 14.478
H 11.335 -16.512 16.160
H 12.959 -15.778 16.253
H 7.483 -13.706 12.989
H 10.837 -16.039 18.473
H 16.783 -19.132 10.227
H 9.979 -15.331 12.394
H 10.695 -12.923 17.663
H 13.267 -11.364 5.105
H 16.598 -19.769 11.855
H 12.587 -16.440 18.581
H 12.541 -9.304 14.650
H 16.270 -16.543 9.729
H 8.761 -18.756 12.306
H 12.864 -14.204 7.388
H 15.173 -19.613 10.773
H 13.904 -11.189 7.545
H 9.699 -11.610 15.926
H 9.285 -11.894 14.156
H 12.251 -16.998 14.016
H 11.544 -18.755 8.663
H 15.278 -16.084 14.886
H 15.936 -14.698 4.766
H 16.393 -15.860 13.525
H 13.265 -11.821 15.238
H 16.562 -14.519 7.140
H 7.860 -16.568 13.820
H 7.600 -15.083 11.933
H 9.511 -17.926 10.093
H 13.273 -14.185 18.590
H 12.331 -13.540 9.571
H 14.319 -13.065 3.711
H 8.435 -14.376 15.783
H 12.901 -11.465 13.604
H 12.827 -16.004 5.653
H 12.006 -9.999 16.154
H 11.428 -14.430 10.622
H 15.916 -17.506 14.010
H 9.311 -15.925 15.573
H 15.428 -15.173 9.014
H 10.108 -18.187 14.344
H 14.792 -16.774 8.768
H 11.776 -14.067 19.527
H 12.375 -12.678 17.147
H 9.870 -9.376 14.944
H 12.119 -18.343 6.403
H 9.863 -13.550 12.287
*
```

Energy above the lowest of the compared OMol25 structures with the same formula, charge and spin (kcal/mol): 15.7
E_tot (Ha): -5325.36148
Kohn-Sham gap (Eh): 0.1890

These are the Mulliken partial charges, in e, on atoms 1 to 8:
1 Lu 0.936
2 Te -0.122
3 S -0.311
4 S -0.376
5 S -0.392
6 P -2.475
7 P -0.139
8 F -0.819

Question: Which value of E_tot does entry 3 give?
Answer: -5325.36148 Ha